<P>
{
  "formula": "C3H6O3",
  "method": "ωB97M-V/def2-TZVPD",
  "charge": 0,
  "elements": ["C", "O", "C", "O", "C", "O", "H", "H", "H", "H", "H", "H"],
  "xyz": [[0.0170, 1.0675, -1.3772], [0.1499, 1.4816, -0.0490], [-0.5700, 0.2076, 0.3215], [-1.7569, 0.0983, 0.4102], [0.5280, -0.6346, 0.9187], [0.2701, -1.9985, 1.0192], [-0.2456, -0.0676, -1.2511], [-0.8799, 1.4844, -1.8405], [0.9236, 1.0948, -1.9834], [1.4660, -0.4965, 0.3795], [0.6209, -0.1302, 1.8947], [-0.5231, -2.1067, 1.5575]]
}

---

<Q>
{
  "formula": "C3H6O3",
  "method": "ωB97M-V/def2-TZVPD",
  "smiles": "O=C=O.CCO",
  "charge": 0,
  "elements": ["O", "C", "O", "C", "C", "O", "H", "H", "H", "H", "H", "H"],
  "xyz": [[0.5949, -0.0425, -2.3318], [0.9199, 0.9259, -1.7743], [1.2572, 1.8876, -1.2040], [0.3523, -0.8615, 0.8119], [-0.9841, -0.2683, 0.3843], [-1.0604, 1.1387, 0.5433], [0.3111, -1.9546, 0.7694], [0.5903, -0.5584, 1.8358], [1.1890, -0.5508, 0.1712], [-1.2080, -0.5459, -0.6565], [-1.7823, -0.6900, 1.0040], [-0.1799, 1.5200, 0.4468]]
}

---

<R>
{
  "formula": "C3H6O3",
  "method": "ωB97M-V/def2-TZVPD",
  "smiles": "CO[C@]1(O)CO1",
  "charge": 0,
  "elements": ["C", "O", "C", "O", "C", "O", "H", "H", "H", "H", "H", "H"],
  "xyz": [[1.8147, -0.3470, -0.2353], [0.6427, -0.5326, 0.5502], [-0.4496, 0.1713, 0.1534], [-0.1795, 1.5110, -0.0332], [-1.7537, -0.3297, 0.5570], [-1.2897, -0.3899, -0.8192], [1.6233, -0.5640, -1.2925], [2.2047, 0.6700, -0.1319], [2.5414, -1.0627, 0.1532], [-0.7786, 1.8170, -0.7281], [-1.8244, -1.2972, 1.0515], [-2.5692, 0.3705, 0.7418]]
}

---

<S>
{
  "formula": "C3H6O3",
  "method": "ωB97M-V/def2-TZVPD",
  "smiles": "O=C(O)CCO",
  "charge": 0,
  "elements": ["O", "C", "O", "C", "C", "O", "H", "H", "H", "H", "H", "H"],
  "xyz": [[1.6744, -0.7106, 1.0721], [1.1032, -0.1151, 0.1994], [1.4705, 1.1233, -0.1934], [-0.1173, -0.6047, -0.5015], [-1.3044, 0.3451, -0.1752], [-2.5854, -0.1882, -0.4291], [2.1677, 1.3695, 0.4364], [-0.3944, -1.6099, -0.1924], [-0.0478, -0.5801, -1.5841], [-1.2130, 1.1859, -0.8414], [-1.2619, 0.7142, 0.8562], [-2.6749, -1.0424, 0.0240]]
}

---

Top of the stability list: <Q>, leading by 0.333 eV.

---

<P>
{
  "formula": "C3H6O3",
  "method": "ωB97M-V/def2-TZVPD",
  "smiles": "COC(=O)C=O.[H][H]",
  "charge": 0,
  "elements": ["C", "O", "C", "O", "C", "O", "H", "H", "H", "H", "H", "H"],
  "xyz": [[2.0982, -0.4200, 0.0873], [0.7985, -0.3533, 0.6831], [-0.0580, 0.4762, 0.0773], [0.1657, 1.1218, -0.9107], [-1.3795, 0.4958, 0.8473], [-2.1422, 1.4188, 0.7533], [2.0306, -0.8918, -0.8956], [2.5134, 0.5841, -0.0219], [2.7064, -1.0205, 0.7623], [-1.5749, -0.3907, 1.4784], [-2.4943, -0.8791, -1.5857], [-2.8617, -0.2679, -1.3791]]
}

---

<Q>
{
  "formula": "C3H6O3",
  "method": "ωB97M-V/def2-TZVPD",
  "smiles": "O=C(O)CCO",
  "charge": 0,
  "elements": ["O", "C", "O", "C", "C", "O", "H", "H", "H", "H", "H", "H"],
  "xyz": [[-0.2701, -2.2398, -0.6567], [-0.2390, -1.1524, -0.1331], [-0.6035, -1.0309, 1.2124], [0.0717, 0.2255, -0.6533], [0.2126, 1.2961, 0.3530], [0.8087, 2.4384, -0.3514], [-0.8237, -1.9340, 1.7834], [-0.5715, 0.6379, -1.5256], [1.0176, -0.0481, -1.2298], [0.9831, 1.0158, 1.1492], [-0.7110, 1.5235, 0.9184], [0.3531, 3.2486, -0.1302]]
}

---

Top of the stability list: <Q>, leading by 0.881 eV.

---

<P>
{
  "formula": "C3H6O3",
  "method": "ωB97M-V/def2-TZVPD",
  "charge": 0,
  "elements": ["C", "C", "C", "O", "O", "O", "H", "H", "H", "H", "H", "H"],
  "xyz": [[-0.1522, -0.1048, -0.2476], [0.8478, 0.3735, 0.6620], [-0.0855, 0.8122, -1.2933], [-0.0335, -1.4752, -0.5118], [-1.4465, -0.2224, 0.9564], [1.6690, -0.4597, 1.2323], [-0.8047, -1.8592, -0.0651], [-2.0158, 0.5391, 0.7922], [1.4316, -1.3542, 0.8962], [0.9248, 1.3981, 0.9995], [-0.2603, 0.4753, -2.3038], [-0.0747, 1.8774, -1.1169]]
}

---

<Q>
{
  "formula": "C3H6O3",
  "method": "ωB97M-V/def2-TZVPD",
  "smiles": "O=C[C@H](O)CO",
  "charge": 0,
  "elements": ["O", "C", "C", "O", "C", "O", "H", "H", "H", "H", "H", "H"],
  "xyz": [[-0.5041, -2.1466, 0.9281], [-0.9117, -1.0342, 0.6965], [-0.4188, -0.2072, -0.4738], [0.5361, -0.8995, -1.2280], [0.1519, 1.1353, 0.0000], [1.3875, 0.9551, 0.6541], [-1.6823, -0.5504, 1.3336], [-1.3002, -0.0139, -1.1059], [0.9522, -1.5285, -0.6195], [0.2502, 1.7959, -0.8712], [-0.5238, 1.6154, 0.7166], [2.0629, 0.8786, -0.0305]]
}

---

<R>
{
  "formula": "C3H6O3",
  "method": "ωB97M-V/def2-TZVPD",
  "charge": 0,
  "elements": ["C", "O", "C", "O", "C", "O", "H", "H", "H", "H", "H", "H"],
  "xyz": [[1.6937, -0.5205, 0.2694], [0.9433, -0.2848, 1.2978], [0.0795, 0.6256, -0.0245], [0.2576, 1.8028, -0.0720], [-1.2120, -0.1724, 0.1140], [-2.0373, 0.1185, -0.9797], [0.8307, -0.1244, -0.7973], [2.4832, 0.1959, -0.0123], [1.8871, -1.5622, -0.0382], [-1.0076, -1.2415, 0.1092], [-1.6604, 0.1038, 1.0789], [-2.2578, 1.0593, -0.9453]]
}

---

Top of the stability list: <Q>, leading by 2.870 eV.